(1)
{
  "formula": "C4H13N2O2",
  "method": "ωB97M-V with the def2-TZVPD basis set",
  "species": ["C", "C", "C", "O", "N", "C", "N", "H", "H", "H", "H", "H", "H", "H", "H", "H", "H", "H", "H", "H", "O"],
  "positions_angstrom": [[0.27147, 1.26573, 1.06038], [0.84553, -0.12691, 1.51331], [0.45841, -1.26396, 0.48077], [-0.84730, -1.55395, 0.46756], [-0.67209, 1.27417, 0.02270], [-0.08990, 1.08747, -1.33831], [-0.41324, 2.47908, -1.92342], [-0.20764, 1.78548, 2.04876], [1.02951, 1.99249, 0.73857], [1.94830, -0.15926, 1.69806], [0.39629, -0.51199, 2.46941], [0.84621, -1.08028, -0.65140], [0.98849, -2.25693, 0.62905], [-1.49055, 0.61058, 0.12232], [0.93497, 0.68903, -1.53620], [-0.64464, 0.29341, -1.91724], [0.16297, 3.18158, -1.36290], [-1.45772, 2.68176, -1.70517], [-1.02825, -2.81290, -0.61950], [-0.36148, -3.86009, 0.34778], [-0.66935, -3.71453, -0.54452]],
  "homo_ha": [0.1569, 0.0015],
  "s2": 0.7506,
  "molar_mass_g_mol": 121.160,
  "orbital_gap_ha": [0.08501, 0.23736],
  "de_lowest_kcal_mol": 52.2,
  "charge": -2,
  "spin_multiplicity": 2
}

=====

(2)
{
  "formula": "C4H13N2O2",
  "method": "ωB97M-V with the def2-TZVPD basis set",
  "species": ["O", "C", "N", "C", "N", "C", "C", "H", "H", "H", "H", "H", "H", "H", "H", "H", "H", "H", "H", "H", "O"],
  "positions_angstrom": [[-1.45671, 0.62401, 1.18278], [-0.96756, -0.48714, 1.24970], [-1.14841, -1.31959, 2.29389], [0.08332, -0.87361, 0.23489], [0.18970, 0.12358, -0.84139], [0.80125, 1.49327, -0.43785], [2.22043, 1.24938, 0.05587], [-0.97644, -2.31681, 2.28755], [-1.96331, -1.20701, 2.88503], [1.08424, -1.03002, 0.64599], [-0.09737, -1.86779, -0.18040], [-0.74191, 0.46604, -1.05879], [0.75922, -0.26216, -1.58443], [0.29729, 1.78391, 0.47006], [0.87011, 2.07093, -1.35130], [2.30690, 0.93554, 1.09900], [2.85316, 2.14144, 0.12432], [2.83048, 0.60433, -0.58206], [-2.61347, -1.42566, -1.97588], [-2.38284, 0.03623, -2.44495], [-1.94806, -0.73885, -2.07203]],
  "homo_ha": -0.5278,
  "molar_mass_g_mol": 121.160,
  "orbital_gap_ha": 0.41988,
  "de_lowest_kcal_mol": 38.1,
  "charge": 1,
  "spin_multiplicity": 1
}

=====

(3)
{
  "formula": "C4H13N2O2",
  "method": "ωB97M-V with the def2-TZVPD basis set",
  "species": ["O", "C", "C", "C", "C", "N", "N", "H", "H", "H", "H", "H", "H", "H", "H", "H", "H", "H", "H", "H", "O"],
  "positions_angstrom": [[1.79245, -1.39260, -1.19767], [0.69962, -1.03436, -0.84192], [0.49418, -0.17323, 0.39005], [-0.58625, -0.57724, 1.38352], [-1.93114, -0.04657, 0.87093], [-1.90236, 1.41234, 0.93859], [1.85578, -0.07188, 1.03423], [-0.19606, -1.26523, -1.42938], [0.18684, 0.80791, 0.00395], [-0.37953, -0.07222, 2.32830], [-0.68036, -1.64985, 1.54518], [-2.74577, -0.45393, 1.47211], [-2.10355, -0.35436, -0.16056], [-2.01676, 1.71508, 1.89465], [-2.65403, 1.82941, 0.40321], [1.94974, 0.78369, 1.58981], [2.01197, -0.87819, 1.64346], [2.56998, -0.06456, 0.31373], [-0.71806, 1.95774, -2.65167], [0.24835, 0.79257, -3.08242], [-0.28773, 1.14873, -2.36438]],
  "homo_ha": -0.4870,
  "molar_mass_g_mol": 121.160,
  "orbital_gap_ha": 0.36356,
  "de_lowest_kcal_mol": 47.0,
  "charge": 1,
  "spin_multiplicity": 1
}

=====

(4)
{
  "formula": "C4H13N2O2",
  "method": "ωB97M-V with the def2-TZVPD basis set",
  "species": ["O", "C", "C", "C", "C", "N", "N", "H", "H", "H", "H", "H", "H", "H", "H", "H", "H", "H", "H", "H", "O"],
  "positions_angstrom": [[-2.75432, 0.11295, -0.26479], [-2.08651, 0.62973, 0.59336], [-1.03033, -0.27319, 1.22864], [-0.18800, -0.96597, 0.07329], [1.02171, -0.13728, -0.33397], [0.89252, 1.32360, -0.28647], [-0.13176, 0.60255, 2.07963], [-2.03529, 1.70412, 0.73422], [-1.44184, -1.08223, 1.87021], [-0.81906, -1.23276, -0.79808], [0.17167, -1.96984, 0.36972], [1.60897, -0.45071, -1.15844], [1.81000, -0.36090, 0.44352], [1.83403, 1.78452, -0.46749], [0.28143, 1.60850, -1.08999], [-0.68526, 1.25333, 2.61737], [0.61509, 0.15903, 2.62025], [0.70366, 1.62752, 0.76752], [0.73615, -0.74546, -3.42624], [0.86070, -2.24812, -2.89392], [0.63642, -1.33941, -2.67833]],
  "homo_ha": -0.5064,
  "molar_mass_g_mol": 121.160,
  "orbital_gap_ha": 0.38327,
  "de_lowest_kcal_mol": 73.9,
  "charge": 1,
  "spin_multiplicity": 1
}

=====

(5)
{
  "formula": "C4H13N2O3",
  "method": "ωB97M-V with the def2-TZVPD basis set",
  "species": ["N", "C", "C", "C", "O", "C", "N", "O", "H", "H", "H", "H", "H", "H", "H", "H", "H", "H", "H", "H", "H", "O"],
  "positions_angstrom": [[-0.72229, -0.17904, -1.42283], [0.02527, 0.42528, -0.21203], [1.58785, 0.63555, -0.29558], [2.34603, -0.76824, -0.38081], [1.48880, -1.73153, 0.27490], [-0.76877, 1.60892, 0.22147], [-0.98977, 1.78335, 1.55243], [-1.44049, 2.20590, -0.62403], [-1.72171, -0.32721, -1.09895], [-0.30443, -1.16919, -1.58411], [-0.56293, 0.32549, -2.26827], [-0.07102, -0.39716, 0.47426], [1.83225, 1.23242, 0.62144], [1.88190, 1.24382, -1.23122], [3.32520, -0.67632, 0.03006], [2.38682, -1.32437, -1.32111], [2.00754, -1.92406, 1.06325], [-0.73004, 1.13547, 2.28684], [-1.52331, 2.54840, 1.89174], [-2.78295, -2.29768, 0.42232], [-2.90775, -0.93958, 1.10370], [-2.35617, -1.41020, 0.49653]],
  "homo_ha": -0.5142,
  "molar_mass_g_mol": 137.159,
  "orbital_gap_ha": 0.40213,
  "de_lowest_kcal_mol": 33.9,
  "charge": 1,
  "spin_multiplicity": 1
}

=====

(6)
{
  "formula": "C4H13N2OP",
  "method": "ωB97M-V with the def2-TZVPD basis set",
  "species": ["C", "C", "C", "C", "N", "N", "O", "P", "H", "H", "H", "H", "H", "H", "H", "H", "H", "H", "H", "H", "H"],
  "positions_angstrom": [[1.83864, 0.90727, 1.55469], [-1.11766, 1.93199, -0.16172], [0.96826, -0.38209, 1.37084], [-1.25934, 0.48214, -0.62305], [-1.06393, -2.48253, -1.60649], [-0.19036, -2.01649, -0.59555], [1.48271, 0.21718, -1.21574], [0.39789, -0.34159, -0.38648], [2.83272, 0.56120, 1.78187], [1.72176, 1.44506, 0.66138], [1.39880, 1.51696, 2.35371], [-0.21652, 2.09632, -0.66513], [-1.85576, 2.60003, -0.55541], [-1.09761, 1.95263, 0.99486], [0.01812, -0.39240, 1.94799], [1.62874, -1.23170, 1.53717], [-1.41008, 0.23919, -1.67457], [-1.94449, -0.05447, -0.03394], [-0.74143, -2.36762, -2.66937], [-2.03464, -2.08235, -1.49307], [0.64419, -2.59872, -0.52200]],
  "homo_ha": -0.3265,
  "molar_mass_g_mol": 136.135,
  "orbital_gap_ha": 0.35750,
  "de_lowest_kcal_mol": 35.8,
  "charge": 0,
  "spin_multiplicity": 1
}